(1)
C5H9NO2 | wB97M-V/def2-TZVPD

Atoms and positions in Å:
C (1.12449, 0.36332, -1.73413)
C (0.32936, -0.43090, -0.72774)
C (0.36164, -0.46976, 0.84505)
C (-1.07401, 0.95995, 2.01032)
C (-0.65649, 0.37258, 0.10812)
H (2.04755, -0.24176, -1.83501)
H (0.79041, 0.60212, -2.67742)
H (1.55395, 1.27011, -1.27302)
H (-1.19726, -2.17508, -0.93405)
H (0.82628, -2.28028, -1.37012)
H (-0.01603, -1.51281, 0.98335)
H (-1.03111, 2.25763, 1.72619)
H (-1.36033, 0.98334, 3.31330)
H (-0.44624, 1.33450, -0.19775)
N (0.03021, -1.76345, -1.20527)
O (0.44543, 0.54295, 1.93641)
O (-1.72785, 0.18756, 1.03177)

ΔE to the lowest compared entry with this formula, charge and spin, kcal/mol: 225.2
Strongest force on any atom, Eh/bohr: 0.1394
HOMO-LUMO gap, eV: 9.00
Lowest unoccupied orbital energy, eV: 0.587
M, u: 115.13

(2)
C5H9NO2 | wB97M-V/def2-TZVPD

Atoms and positions in Å:
N (-0.23589, 1.54873, -1.58557)
C (-0.45197, 0.14674, -1.27262)
C (0.80239, -0.76543, -0.61518)
C (-0.26996, -1.48529, 0.09084)
C (-1.12253, -0.18170, 0.11107)
O (-0.73045, 0.66523, 1.23025)
C (0.50863, 0.03477, 1.47627)
O (1.41395, 0.06055, 0.41476)
H (0.73784, 1.54881, -2.15837)
H (0.25532, 1.88922, -0.72069)
H (-1.50162, -0.36586, -1.90594)
H (1.52650, -1.33170, -1.23458)
H (-0.71581, -2.13565, -0.77584)
H (0.06776, -2.07065, 1.11075)
H (-2.13104, -0.11930, 0.23250)
H (1.00114, 0.47799, 2.60443)
H (0.14372, -1.03469, 2.04443)

ΔE to the lowest compared entry with this formula, charge and spin, kcal/mol: 162.4
Strongest force on any atom, Eh/bohr: 0.1712
HOMO-LUMO gap, eV: 10.25
Lowest unoccupied orbital energy, eV: 0.862
SMILES: N[C@H]1[C@@H]2C[C@H]1OCO2
M, u: 115.13

(3)
C5H9NO2 | wB97M-V/def2-TZVPD

Atoms and positions in Å:
C (-2.12901, -0.39344, -0.45381)
C (-0.74679, -0.86980, 0.08326)
C (1.23790, -0.70526, -0.71402)
C (1.52496, 0.05842, 0.52681)
C (0.10144, 0.11201, 0.90619)
H (-2.98751, -0.53738, 0.30778)
H (-2.57604, -1.13156, -1.24427)
H (-1.97983, 0.70827, -0.97987)
H (-0.75428, -1.72987, 0.51639)
H (2.21735, -0.91729, -1.38783)
H (2.17080, -0.08731, 1.43425)
H (1.57463, 1.37005, -1.21161)
H (0.05420, 0.16529, 2.01134)
H (0.53335, 2.17787, 0.82135)
N (0.09575, -1.09754, -1.05190)
O (2.04157, 1.45652, -0.02852)
O (-0.37849, 1.42100, 0.46447)

ΔE to the lowest compared entry with this formula, charge and spin, kcal/mol: 147.4
Strongest force on any atom, Eh/bohr: 0.1369
HOMO-LUMO gap, eV: 10.15
Lowest unoccupied orbital energy, eV: 0.160
M, u: 115.13

(4)
C5H9NO2 | wB97M-V/def2-TZVPD

Atoms and positions in Å:
O (2.00609, -1.01790, 1.27601)
C (1.29484, -1.73529, 0.67798)
C (-0.24525, -1.59100, 0.61837)
C (-0.62032, -0.06885, 0.78643)
C (-1.16430, 0.62750, -0.53382)
N (-0.06564, 1.10341, -1.43864)
C (0.79030, 2.01136, -0.84221)
O (1.96291, 2.27114, -1.22192)
H (1.45985, -2.61234, 0.13466)
H (-0.66248, -2.06252, -0.25125)
H (-0.75392, -1.86043, 1.56400)
H (-1.36159, -0.05822, 1.55888)
H (0.24975, 0.56706, 1.16105)
H (-1.82415, 1.42647, -0.32514)
H (-1.83005, 0.01442, -1.15878)
H (0.24441, 0.50971, -2.19449)
H (0.51955, 2.47547, 0.18887)

ΔE to the lowest compared entry with this formula, charge and spin, kcal/mol: 50.1
Strongest force on any atom, Eh/bohr: 0.0817
HOMO-LUMO gap, eV: 10.33
Lowest unoccupied orbital energy, eV: 0.646
SMILES: O=CCCCNC=O
M, u: 115.13

(5)
C5H9NO2 | wB97M-V/def2-TZVPD

Atoms and positions in Å:
C (-0.41722, -1.98936, -0.71651)
C (1.43014, 0.50480, 1.54779)
N (0.00238, -0.61682, -0.49947)
C (-0.48380, 0.39287, -1.06675)
C (0.02526, -0.00814, 1.34635)
C (-0.74403, 1.24266, -2.02925)
O (-0.89000, 1.19354, 0.79396)
O (-0.53077, -0.81148, 2.03666)
H (-0.46732, 2.05697, 0.90847)
H (-0.75252, -2.38748, 0.24254)
H (-1.23318, -2.05200, -1.43915)
H (0.43038, -2.57689, -1.07187)
H (1.81325, 0.96693, 0.63464)
H (1.43368, 1.23177, 2.36390)
H (2.07084, -0.33239, 1.81726)
H (-0.22147, 1.15250, -2.96980)
H (-1.46562, 2.03251, -1.89877)

ΔE to the lowest compared entry with this formula, charge and spin, kcal/mol: 85.8
Strongest force on any atom, Eh/bohr: 0.0416
HOMO-LUMO gap, eV: 9.78
Lowest unoccupied orbital energy, eV: 0.779
M, u: 115.13

(6)
C5H9NO2 | wB97M-V/def2-TZVPD

Atoms and positions in Å:
N (-2.13177, -1.45309, 0.20966)
C (-1.49058, -0.28859, -0.14603)
O (-1.65482, 0.21668, -1.24547)
O (-1.51732, 0.59278, 1.00887)
H (-2.01139, -1.80858, 1.14258)
H (-2.52858, -2.00183, -0.53382)
H (-1.68898, 1.49595, 0.70265)
C (1.71954, -1.67303, -0.13927)
C (1.04328, -0.58231, 0.10651)
C (1.03698, 0.69781, 0.51055)
C (1.07369, 1.83855, -0.45160)
H (1.26824, -2.51604, -0.64426)
H (2.78053, -1.75669, 0.05282)
H (0.83043, 0.90705, 1.55402)
H (1.93645, 1.72014, -1.11044)
H (1.14717, 2.79196, 0.07098)
H (0.18713, 1.81924, -1.08774)

ΔE to the lowest compared entry with this formula, charge and spin, kcal/mol: 71.3
Strongest force on any atom, Eh/bohr: 0.1165
HOMO-LUMO gap, eV: 9.52
Lowest unoccupied orbital energy, eV: 0.517
SMILES: NC(=O)O.C=C=CC
M, u: 115.13

(7)
C5H9NO2 | wB97M-V/def2-TZVPD

Atoms and positions in Å:
C (2.39150, -0.50927, -0.04342)
C (0.93898, -0.88015, -0.00307)
O (0.50390, -1.81999, -0.84247)
O (0.07862, 0.32286, -0.83252)
C (-1.01489, 0.98876, -0.21936)
C (-2.19733, 0.06124, 0.08092)
C (-0.55460, 1.66228, 1.00191)
N (-0.16161, 2.10160, 1.98755)
H (2.96838, -1.35461, 0.33917)
H (2.70280, -0.31911, -1.06887)
H (2.57766, 0.37205, 0.56665)
H (0.48516, -0.89728, 0.99579)
H (0.08103, -1.00288, -1.49366)
H (-1.33378, 1.77379, -0.91642)
H (-2.55415, -0.37240, -0.85260)
H (-3.01113, 0.61575, 0.54719)
H (-1.90055, -0.74264, 0.75321)

ΔE to the lowest compared entry with this formula, charge and spin, kcal/mol: 62.7
Strongest force on any atom, Eh/bohr: 0.0597
HOMO-LUMO gap, eV: 11.42
Lowest unoccupied orbital energy, eV: 0.809
SMILES: C[C@H](O)O[C@@H](C)C#N
M, u: 115.13

(8)
C5H9NO2S | wB97M-V/def2-TZVPD

Atoms and positions in Å:
C (0.54923, 0.00028, -2.28530)
C (-1.51416, 0.09342, 0.02148)
C (-1.46111, -1.36587, 0.63073)
C (0.81751, -0.09441, -0.80951)
C (2.16399, -0.07330, -0.18746)
N (-0.13532, 0.60580, -0.00350)
O (-0.24136, 1.10466, -2.70736)
O (0.94215, -0.83352, -3.06846)
S (0.04550, -2.20159, -0.08204)
H (-1.86885, -0.00273, -1.00516)
H (-2.07077, 0.75036, 0.66029)
H (-1.59397, -1.33798, 1.66734)
H (-2.32909, -1.87420, 0.22830)
H (2.85125, -0.40757, -0.97089)
H (2.19400, -0.65587, 0.68020)
H (2.52247, 0.95539, 0.02656)
H (-0.14311, 1.85622, -2.14522)
H (0.14337, 0.54484, 0.93766)

ΔE to the lowest compared entry with this formula, charge and spin, kcal/mol: 38.6
Strongest force on any atom, Eh/bohr: 0.0906
HOMO-LUMO gap, eV: 8.27
Lowest unoccupied orbital energy, eV: -0.332
M, u: 147.20

(9)
C5H9NO2S | wB97M-V/def2-TZVPD

Atoms and positions in Å:
C (-0.73837, 1.02646, 1.65518)
C (0.32091, -1.11708, 1.52944)
C (-2.13821, 0.65777, 1.79150)
C (2.24710, 0.24651, -1.91285)
C (0.85611, 0.28999, -1.26447)
N (0.22827, 0.23364, 1.36284)
O (-0.16479, -1.73110, 2.47253)
O (-1.13875, 1.79347, -0.50435)
S (0.08639, 1.79522, -1.28939)
H (-0.38162, 2.13980, 1.88504)
H (0.92621, -1.55076, 0.70764)
H (-2.46638, -0.14013, 1.18603)
H (-2.74891, 1.40648, 1.29574)
H (-2.40273, 0.44269, 2.82654)
H (2.86518, -0.42707, -1.38736)
H (2.69857, 1.32535, -1.88070)
H (2.24452, -0.10372, -2.95345)
H (0.52550, -0.67801, -1.02616)

ΔE to the lowest compared entry with this formula, charge and spin, kcal/mol: 84.3
Strongest force on any atom, Eh/bohr: 0.0730
HOMO-LUMO gap, eV: 8.67
Lowest unoccupied orbital energy, eV: -0.436
M, u: 147.20

(10)
C5H9NO3 | wB97M-V/def2-TZVPD

Atoms and positions in Å:
C (0.62678, -1.75924, -1.16493)
O (0.45652, -0.66448, -0.25351)
C (-0.09257, 0.61896, -0.77011)
N (-0.63429, 0.57921, -1.90987)
O (0.55092, 1.69422, -0.27761)
C (1.20453, 1.65453, 0.98602)
H (0.98274, -2.59561, -0.56454)
H (1.33610, -1.49033, -1.94897)
H (-0.33905, -1.98971, -1.61577)
H (-0.82164, 1.49850, -2.29419)
H (0.49295, 1.50265, 1.79949)
H (1.66108, 2.63573, 1.10903)
H (1.96607, 0.87289, 1.01463)
C (-1.74330, -0.06483, 0.92865)
C (-0.79826, -0.98630, 1.24743)
O (-0.21001, -1.63654, 2.02938)
H (-2.41984, 0.25504, 1.71707)
H (-2.21874, -0.12468, -0.03219)

ΔE to the lowest compared entry with this formula, charge and spin, kcal/mol: 104.1
Strongest force on any atom, Eh/bohr: 0.0737
HOMO-LUMO gap, eV: 9.48
Lowest unoccupied orbital energy, eV: 0.821
SMILES: COC(=N)OC.C=C=O
M, u: 131.13

(11)
C5H9NO3 | wB97M-V/def2-TZVPD

Atoms and positions in Å:
O (0.55481, 1.14005, -1.16510)
C (-0.59296, 1.01414, -0.88633)
O (-1.62635, 1.78169, -1.31452)
C (-2.64558, 0.96971, -0.70830)
C (-1.60894, 0.09605, 0.01644)
O (-1.70303, -1.24757, -0.13997)
H (-3.21027, 0.41356, -1.46002)
H (-3.31016, 1.56713, -0.08479)
H (-1.44390, 0.40154, 1.06251)
H (-0.71910, -1.68001, -0.01753)
H (1.21234, -1.46511, -0.91528)
N (0.88419, -1.59502, 0.04011)
C (1.45576, -0.86507, 0.90110)
C (2.68581, -0.04890, 0.71521)
H (1.04882, -0.92015, 1.90917)
H (2.57371, 0.91117, 1.21792)
H (3.53240, -0.57260, 1.17141)
H (2.91246, 0.09939, -0.34200)

ΔE to the lowest compared entry with this formula, charge and spin, kcal/mol: 59.6
Strongest force on any atom, Eh/bohr: 0.0441
HOMO-LUMO gap, eV: 10.32
Lowest unoccupied orbital energy, eV: 0.874
SMILES: O=C1OC[C@H]1O.[H]/N=C\C
M, u: 131.13

(12)
C5H9NO3S | wB97M-V/def2-TZVPD

Atoms and positions in Å:
C (-0.61179, -0.45336, -0.27191)
C (0.83778, -1.13151, -0.26289)
C (1.09959, -2.17930, -1.10821)
C (1.82929, -0.63572, 0.78939)
C (-1.30530, 1.72071, -0.83079)
N (-1.75221, -0.78891, 0.29865)
O (-4.04052, 0.71437, -0.69812)
O (-4.28009, -1.40370, 0.62687)
O (-0.28068, 0.71409, -0.72176)
S (-3.64941, -0.14961, 0.38976)
H (2.08379, -2.65179, -1.18077)
H (-3.92221, 0.52720, 1.55900)
H (0.29133, -2.40474, -1.83234)
H (2.83624, -1.20637, 0.67474)
H (1.55545, -0.77984, 1.86581)
H (1.89645, 0.42738, 0.57209)
H (-0.94812, 2.52941, -0.34684)
H (-2.13074, 1.29411, -0.31279)
H (-1.52422, 1.86034, -1.98561)

ΔE to the lowest compared entry with this formula, charge and spin, kcal/mol: 77.0
Strongest force on any atom, Eh/bohr: 0.1440
HOMO-LUMO gap (alpha / beta), eV: 6.97 / 7.50
<S²>: 2.02
Lowest unoccupied orbital energy (alpha / beta), eV: 0.531 / -2.800
2S+1: 3
M, u: 163.20

Among the records above, which one has the highest M? C5H9NO3S

Please write out number 12 again, unchanged.
C5H9NO3S | wB97M-V/def2-TZVPD

Atoms and positions in Å:
C (-0.61179, -0.45336, -0.27191)
C (0.83778, -1.13151, -0.26289)
C (1.09959, -2.17930, -1.10821)
C (1.82929, -0.63572, 0.78939)
C (-1.30530, 1.72071, -0.83079)
N (-1.75221, -0.78891, 0.29865)
O (-4.04052, 0.71437, -0.69812)
O (-4.28009, -1.40370, 0.62687)
O (-0.28068, 0.71409, -0.72176)
S (-3.64941, -0.14961, 0.38976)
H (2.08379, -2.65179, -1.18077)
H (-3.92221, 0.52720, 1.55900)
H (0.29133, -2.40474, -1.83234)
H (2.83624, -1.20637, 0.67474)
H (1.55545, -0.77984, 1.86581)
H (1.89645, 0.42738, 0.57209)
H (-0.94812, 2.52941, -0.34684)
H (-2.13074, 1.29411, -0.31279)
H (-1.52422, 1.86034, -1.98561)

ΔE to the lowest compared entry with this formula, charge and spin, kcal/mol: 77.0
Strongest force on any atom, Eh/bohr: 0.1440
HOMO-LUMO gap (alpha / beta), eV: 6.97 / 7.50
<S²>: 2.02
Lowest unoccupied orbital energy (alpha / beta), eV: 0.531 / -2.800
2S+1: 3
M, u: 163.20

What is the ΔE to the lowest compared entry with this formula, charge and spin in the seventh record? 62.7 kcal/mol